Entry 1:
Density functional theory data (ωB97M-V/def2-TZVPD) for C23H48CoNOP3S as an isolated structure at a distorted geometry.

Each line ends with the Löwdin spin population.
Geometry (Å):
1 Co -0.063 0.191 -0.514  2.112
2 P -0.651 1.705 0.893  0.039
3 P -2.218 -0.490 -1.082  0.070
4 P 2.069 0.917 -0.660  0.126
5 H -0.011 -2.386 -8.383  0.001
6 C 1.027 -2.580 -8.089  0.085
7 C 1.374 -3.761 -7.567  0.111
8 H 0.622 -4.542 -7.422  0.003
9 C -1.138 3.207 -0.048  0.009
10 C -2.065 1.490 2.041  0.016
11 C 0.522 2.360 2.151  0.007
12 C -2.363 -1.946 -2.170  0.007
13 C -3.208 -1.074 0.342  0.030
14 C -3.277 0.774 -1.890  0.007
15 C 3.229 0.287 -1.924  0.012
16 C 3.007 0.470 0.843  0.023
17 C 2.258 2.722 -0.888  0.035
18 H 1.753 -1.791 -8.316  0.000
19 H 2.411 -4.022 -7.342  0.003
20 H -1.437 3.992 0.658  0.001
21 H -1.981 2.977 -0.709  0.000
22 H -0.301 3.571 -0.654  0.000
23 H -2.132 2.377 2.688  0.002
24 H -1.886 0.612 2.680  0.000
25 H -3.010 1.372 1.500  0.000
26 H 0.002 3.141 2.724  0.001
27 H 1.424 2.795 1.710  0.000
28 H 0.807 1.550 2.838  0.000
29 H -3.432 -2.143 -2.328  0.000
30 H -1.895 -2.813 -1.685  0.002
31 H -1.868 -1.772 -3.132  0.001
32 H -4.247 -0.738 0.216  0.003
33 H -2.836 -0.704 1.302  0.000
34 H -3.192 -2.172 0.370  0.001
35 H -4.194 0.298 -2.263  0.000
36 H -2.734 1.221 -2.732  0.002
37 H -3.536 1.561 -1.171  0.000
38 H 4.112 0.935 -1.915  0.000
39 H 2.782 0.318 -2.919  0.002
40 H 3.524 -0.747 -1.708  0.004
41 H 4.061 0.730 0.680  0.004
42 H 2.894 -0.609 1.014  0.000
43 H 2.623 1.000 1.720  0.000
44 H 3.299 2.919 -1.177  0.006
45 H 2.026 3.277 0.023  0.000
46 H 1.600 3.062 -1.694  0.001
47 C 0.727 -1.298 -3.130  0.167
48 C 0.621 -0.024 -3.725  0.110
49 C 0.208 0.087 -5.047  0.044
50 C -0.084 -1.064 -5.778  0.212
51 C 0.021 -2.331 -5.186  0.050
52 C 0.540 -2.462 -3.910  0.034
53 S 0.878 -1.589 -1.409  0.534
54 H -0.817 0.296 -1.841  0.069
55 H 0.820 0.884 -3.149  0.007
56 H 0.095 1.077 -5.493  -0.001
57 H -0.343 -0.975 -6.830  0.004
58 H -0.208 -3.228 -5.755  0.000
59 H 0.741 -3.431 -3.445  0.003
60 O 0.878 -1.444 1.612  0.035
61 C 0.703 -1.949 2.737  0.003
62 C 1.825 -2.544 3.570  0.002
63 C 2.153 -1.708 4.809  0.000
64 C 1.191 -1.902 5.982  0.000
65 C -0.268 -1.564 5.695  0.000
66 C -0.892 -2.440 4.620  0.000
67 N -0.539 -1.991 3.276  0.000
68 H 1.581 -3.573 3.860  0.000
69 H 2.711 -2.587 2.930  0.000
70 H 3.163 -1.977 5.156  0.000
71 H 2.199 -0.641 4.533  0.000
72 H 1.254 -2.943 6.325  0.000
73 H 1.531 -1.273 6.812  0.000
74 H -0.844 -1.694 6.618  0.000
75 H -0.367 -0.510 5.415  0.000
76 H -0.574 -3.484 4.757  0.000
77 H -1.984 -2.411 4.708  0.000
78 H -1.288 -1.774 2.624  0.000

Summary:
charge	+3
largest force on an atom	0.075	hartree/bohr
highest occupied orbital energy (spin up / spin down)	-16.64 / -16.51	eV
2S+1	5
⟨S²⟩	6.04
energy above the lowest of the compared OMol25 structures with the same formula, charge and spin	24.0	kcal/mol
orbital gap (spin up / spin down)	6.94 / 3.72	eV

---

Entry 2:
Density functional theory data (ωB97M-V/def2-TZVPD) for C30H45IrN9OPS2 as an isolated structure.

Each line ends with the Löwdin spin population.
Geometry (Å):
1 Ir 0.543 -0.969 -0.237  2.062
2 C 2.466 0.694 3.572  0.066
3 C 1.730 -0.375 2.839  0.493
4 N 1.802 -0.311 1.367  0.521
5 N 2.984 0.158 1.038  0.146
6 C 3.447 -0.191 -0.149  0.190
7 S 2.683 -1.427 -1.149  0.433
8 S 4.881 0.484 -0.780  0.199
9 C 5.114 2.013 0.196  0.021
10 C 4.224 3.124 -0.296  0.007
11 C 4.598 3.877 -1.407  0.002
12 C 3.782 4.897 -1.876  0.001
13 C 2.583 5.181 -1.234  0.001
14 C 2.205 4.438 -0.121  0.002
15 C 3.020 3.412 0.341  0.003
16 C 1.257 -1.538 3.501  0.048
17 C 1.838 -1.869 4.758  0.102
18 C 1.532 -3.022 5.444  -0.010
19 C 0.618 -3.926 4.915  0.117
20 C -0.029 -3.617 3.725  -0.007
21 C 0.264 -2.445 3.068  0.102
22 O -0.513 -2.054 1.930  0.100
23 H 2.406 1.644 3.045  0.005
24 H 3.529 0.461 3.683  0.024
25 H 2.043 0.835 4.565  0.006
26 H 6.167 2.244 0.044  0.001
27 H 4.954 1.778 1.245  0.003
28 H 5.542 3.679 -1.898  0.000
29 H 4.101 5.492 -2.721  0.000
30 H 1.973 6.010 -1.568  0.000
31 H 1.299 4.690 0.416  0.000
32 H 2.738 2.859 1.224  0.001
33 H 2.593 -1.214 5.165  0.006
34 H 2.025 -3.232 6.382  -0.003
35 H 0.397 -4.854 5.422  0.006
36 H -0.761 -4.316 3.347  -0.002
37 C 0.611 3.147 -4.092  0.001
38 N -0.725 2.386 -3.933  0.011
39 C -0.782 1.292 -5.016  0.000
40 N 0.355 0.450 -4.940  0.006
41 C 1.585 1.229 -5.089  0.001
42 N 1.697 2.244 -4.045  0.010
43 C 1.939 1.684 -2.720  0.014
44 P 0.531 0.595 -2.200  0.129
45 C -0.842 1.797 -2.558  0.030
46 C 0.380 -0.400 -3.752  0.007
47 H 0.659 3.878 -3.283  0.000
48 H 0.552 3.650 -5.058  0.000
49 H -1.495 3.042 -4.085  0.001
50 H -0.820 1.818 -5.970  0.000
51 H -1.710 0.742 -4.857  0.000
52 H 1.575 1.719 -6.063  0.000
53 H 2.444 0.562 -5.041  0.000
54 H 2.077 2.483 -1.991  0.001
55 H 2.850 1.085 -2.739  0.003
56 H -0.806 2.616 -1.837  0.001
57 H -1.812 1.303 -2.476  0.001
58 H -0.523 -1.014 -3.716  0.000
59 H 1.238 -1.073 -3.809  0.001
60 C -3.774 -3.210 -3.089  0.001
61 C -2.397 -3.734 -2.673  0.005
62 C -1.675 -2.795 -1.807  0.035
63 N -1.098 -2.068 -1.127  0.053
64 H -4.257 -3.954 -3.718  0.000
65 H -3.691 -2.286 -3.659  0.000
66 H -4.410 -3.030 -2.224  0.000
67 H -1.760 -3.918 -3.542  0.002
68 H -2.471 -4.682 -2.136  0.000
69 C -3.768 0.588 2.717  0.000
70 N -2.723 -0.426 2.902  0.001
71 C -1.514 0.058 3.571  0.012
72 C -2.866 -1.648 2.414  0.003
73 N -1.841 -2.437 2.004  0.009
74 N -4.089 -2.184 2.248  0.002
75 C -4.340 -3.278 1.316  0.000
76 C -5.142 -1.997 3.256  0.000
77 H -3.286 1.496 2.355  0.000
78 H -4.270 0.812 3.657  0.000
79 H -4.495 0.257 1.983  0.000
80 H -1.807 0.913 4.175  0.000
81 H -0.751 0.367 2.856  0.009
82 H -1.112 -0.703 4.234  0.000
83 H -1.987 -3.436 1.999  0.000
84 H -3.677 -3.204 0.457  0.000
85 H -5.368 -3.196 0.967  0.000
86 H -4.224 -4.254 1.795  0.000
87 H -4.785 -1.378 4.071  0.000
88 H -5.407 -2.975 3.660  0.000
89 H -6.026 -1.546 2.809  0.000

Summary:
charge	+3
largest force on an atom	0.013	hartree/bohr
highest occupied orbital energy (spin up / spin down)	-13.63 / -15.73	eV
2S+1	6
⟨S²⟩	8.81
energy above the lowest of the compared OMol25 structures with the same formula, charge and spin	69.1	kcal/mol
orbital gap (spin up / spin down)	6.69 / 6.20	eV

---

Entry 3:
Density functional theory data (ωB97M-V/def2-TZVPD) for a 2-piece molecular cluster, C6H16O overall at a distorted geometry.

Each line ends with the Löwdin spin population.
Geometry (Å):
1 C -0.840 -2.533 -0.347  0.046
2 C -0.034 -1.218 -0.523  0.139
3 C -0.457 -0.171 0.501  0.013
4 C 0.659 0.902 0.646  0.031
5 C 0.096 2.290 0.455  0.073
6 C 1.541 0.722 1.902  0.021
7 H -0.170 -3.391 -0.321  0.012
8 H -1.377 -2.490 0.600  0.001
9 H -1.579 -2.582 -1.150  0.022
10 H -0.068 -0.828 -1.536  0.063
11 H 1.042 -1.430 -0.556  0.041
12 H -0.527 -0.644 1.486  0.002
13 H -1.436 0.239 0.260  0.013
14 H 1.428 0.682 -0.088  0.037
15 H -0.440 2.457 -0.478  0.038
16 H 0.801 3.101 0.657  0.009
17 H -0.708 2.459 1.185  0.003
18 H 1.081 0.281 2.790  0.000
19 H 2.408 0.103 1.670  0.012
20 H 1.915 1.696 2.225  0.003
21 H -0.995 -0.628 -3.018  0.071
22 H -0.802 0.814 -3.188  0.106
23 O -1.539 0.168 -3.173  0.245

Summary:
charge	-1
largest force on an atom	0.032	hartree/bohr
highest occupied orbital energy (spin up / spin down)	1.10 / -6.80	eV
2S+1	2
⟨S²⟩	0.75
energy above the lowest of the compared OMol25 structures with the same formula, charge and spin	14.4	kcal/mol
orbital gap (spin up / spin down)	2.60 / 10.39	eV

---

Entry 4:
Density functional theory data (ωB97M-V/def2-TZVPD) for CH41O21PSi2 as an isolated structure at a distorted geometry.

Each line ends with the Löwdin charge.
Geometry (Å):
1 O 5.012 -0.139 -0.665  -0.335
2 P 4.091 0.785 -1.446  0.531
3 O 4.218 0.366 -3.039  -0.138
4 O 4.613 2.328 -1.181  -0.143
5 C 2.346 0.472 -0.856  -0.290
6 Si 1.081 1.786 -1.416  0.420
7 O 0.715 1.600 -3.087  -0.192
8 O -0.369 1.688 -0.531  -0.423
9 Si -0.682 0.096 0.055  0.624
10 H 4.008 -0.569 -3.039  0.075
11 H 4.349 2.627 -0.308  0.065
12 H 2.426 0.410 0.237  0.035
13 H 2.083 -0.501 -1.285  0.056
14 H 1.576 3.146 -1.152  0.020
15 H -0.203 1.867 -3.129  0.039
16 H -0.304 -0.936 -0.926  -0.042
17 H -2.063 -0.013 0.513  -0.070
18 H 0.161 -0.078 1.251  -0.050
19 O -3.166 -0.655 2.103  -0.113
20 H -3.614 0.121 2.469  0.000
21 H -3.804 -1.369 2.217  0.024
22 O -4.302 -3.070 3.941  -0.064
23 H -3.482 -2.685 4.290  0.009
24 H -4.346 -3.938 4.352  0.045
25 O -2.434 -2.091 5.848  -0.037
26 H -2.896 -1.527 6.474  0.050
27 H -1.506 -1.988 6.071  0.054
28 O -4.681 -4.633 1.280  -0.063
29 H -3.810 -4.800 0.914  0.031
30 H -4.505 -4.224 2.136  -0.014
31 O -4.047 1.410 4.298  -0.059
32 H -4.526 2.221 4.119  0.035
33 H -4.112 1.303 5.256  0.005
34 O 2.000 -0.107 2.663  -0.090
35 H 1.733 0.490 3.367  0.041
36 H 2.878 -0.416 2.924  0.004
37 O -1.115 0.045 -4.716  -0.045
38 H -1.341 0.280 -5.621  0.052
39 H -0.320 0.559 -4.529  0.010
40 O -1.815 -2.910 -5.114  -0.065
41 H -1.797 -1.953 -4.991  -0.009
42 H -1.628 -3.032 -6.049  0.016
43 O 3.040 4.852 0.211  -0.085
44 H 3.069 5.799 0.349  0.034
45 H 3.227 4.750 -0.726  -0.008
46 O 3.222 2.992 -4.470  -0.061
47 H 3.875 2.361 -4.783  0.025
48 H 2.442 2.450 -4.295  -0.007
49 O 4.371 -1.496 2.093  -0.052
50 H 4.159 -1.256 1.181  0.012
51 H 5.172 -0.996 2.272  0.059
52 O 4.846 -3.544 -0.257  -0.062
53 H 5.734 -3.685 -0.591  0.031
54 H 4.979 -3.094 0.587  0.000
55 O -4.375 1.855 0.893  -0.050
56 H -5.301 1.882 0.639  0.039
57 H -3.909 1.682 0.070  0.029
58 O 5.140 5.318 -1.381  -0.051
59 H 5.627 4.487 -1.408  0.031
60 H 5.696 5.900 -0.857  0.050
61 O -5.692 0.746 6.318  -0.047
62 H -6.137 1.515 6.685  0.051
63 H -6.326 0.033 6.432  0.054
64 O -2.842 -4.749 -7.843  -0.058
65 H -3.799 -4.671 -7.847  0.035
66 H -2.642 -5.098 -6.969  0.031

Summary:
charge	0
largest force on an atom	0.078	hartree/bohr
highest occupied orbital energy	-9.98	eV
2S+1	1
orbital gap	10.11	eV

---

Entry 5:
Density functional theory data (ωB97M-V/def2-TZVPD) for a 4-piece molecular cluster, C3H15N2O3 overall at a distorted geometry.

Each line ends with the Löwdin spin population.
Geometry (Å):
1 C 3.119 1.151 -0.319  0.004
2 C 2.080 0.288 0.231  0.104
3 C 0.830 0.194 -0.377  0.505
4 N -0.222 -0.706 0.009  0.065
5 N 2.441 -0.593 1.177  0.262
6 H 3.635 1.766 0.462  0.001
7 H 2.750 1.933 -0.974  0.000
8 H 3.954 0.605 -0.783  0.002
9 H 0.725 0.806 -1.253  0.017
10 H -1.026 -0.124 0.243  0.015
11 H 0.062 -1.345 0.748  0.000
12 H -0.625 -1.214 -0.869  0.011
13 H 3.366 -0.510 1.593  0.006
14 H 1.764 -1.131 1.706  0.005
15 H -3.140 -0.822 -0.984  0.000
16 H -2.584 -1.698 -2.121  0.000
17 O -2.467 -1.504 -1.171  0.003
18 H -3.499 1.789 -1.407  0.000
19 H -4.375 0.756 -2.181  0.000
20 O -3.519 0.882 -1.737  0.000
21 H -0.992 0.057 3.363  0.000
22 H -1.551 -0.195 2.094  0.000
23 O -0.723 -0.386 2.548  0.001

Summary:
charge	+2
largest force on an atom	0.058	hartree/bohr
highest occupied orbital energy (spin up / spin down)	-18.37 / -18.37	eV
2S+1	2
⟨S²⟩	0.76
energy above the lowest of the compared OMol25 structures with the same formula, charge and spin	0.0	kcal/mol
orbital gap (spin up / spin down)	10.73 / 6.81	eV